1.
C49H39AsN2NaO4PS2Se2 | the ωB97M-V functional and the def2-TZVPD basis

The geometry in XYZ format:
```
101
Properties=species:S:1:pos:R:3:forces:R:3
H -0.85674 -3.33141 -4.04290 0.01 -0.02 0.00
H -1.10343 -3.52800 1.50139 -0.01 -0.02 -0.03
C 4.08555 -0.98116 4.40523 -0.14 -0.02 0.02
C -0.59760 -3.10677 -1.91224 -0.01 -0.05 -0.06
C 3.94253 1.05065 -4.90727 -0.06 0.13 -0.11
C -3.45431 0.43818 4.40515 -0.03 0.06 0.06
O 0.07249 -2.08723 0.75432 -0.79 -0.90 0.72
H -0.46272 2.86113 -0.01137 -0.01 0.06 0.00
C -5.03520 3.43412 -0.27863 -0.01 0.02 0.03
N -2.64209 -6.84281 -1.70315 -0.36 -0.43 0.08
H 4.98521 -1.04926 1.14935 0.02 0.03 0.00
N 2.58923 -0.20627 0.85048 0.10 0.32 -0.25
H 2.28429 3.44368 -6.65144 -0.03 -0.01 0.00
H -2.30450 5.44796 -3.01748 0.02 0.00 0.02
C 6.36194 -1.08288 2.81775 -0.03 0.00 -0.01
C -1.02803 3.75276 -2.70165 0.10 0.00 0.00
C -3.92662 0.15415 3.12873 0.11 -0.04 -0.06
C -2.85662 2.34566 -4.23943 -0.03 0.05 -0.02
C 5.34350 -0.99070 4.99690 0.09 -0.01 -0.01
H 7.24882 -1.11536 2.19702 0.00 0.00 0.00
C 0.59093 3.11400 -0.02668 -0.07 -0.14 -0.14
C -5.48688 -0.40937 5.37208 0.02 0.00 0.09
H 5.43996 -0.93751 6.07467 -0.03 -0.03 0.00
C 2.78939 2.82197 -0.93189 0.05 -0.06 -0.16
H -5.88068 3.47780 -0.95512 0.02 -0.02 -0.02
H -2.05345 -5.49791 -3.91693 0.01 -0.01 -0.01
C -0.64588 -3.06165 0.60650 0.00 -0.07 0.35
As 0.68762 1.28172 -2.28951 -0.11 0.74 -0.44
H -1.89563 -5.36447 0.35290 0.01 0.02 0.02
C -3.06525 3.69418 -3.98615 0.00 0.00 -0.02
H 2.84773 4.94386 1.71411 0.02 -0.03 0.02
Se -0.85917 0.75991 2.27909 0.01 -0.09 0.02
C -3.27667 4.53351 0.92796 -0.03 0.03 0.02
C 3.66493 1.96787 -5.90418 0.04 0.04 -0.01
H 7.46061 -1.05821 4.66277 -0.01 0.01 0.00
H -3.56148 1.79187 -4.84822 0.00 -0.03 0.04
C 1.09523 3.98591 0.92578 0.06 0.07 0.11
H -5.52589 -0.69104 1.99323 0.01 -0.01 0.00
S 2.33110 -0.95249 2.19588 0.77 -0.55 0.60
C 2.82006 -4.41043 0.11638 0.02 -0.02 0.00
O -2.83400 -7.36978 -0.60543 0.07 0.10 -0.07
C -1.07039 -3.80302 -3.09179 0.03 0.01 -0.05
H 0.42887 4.43776 1.65193 -0.03 -0.07 0.01
C -5.95924 -0.70736 4.10169 -0.04 0.02 0.02
H 4.36989 2.10971 -6.71803 0.01 -0.04 0.01
C 2.55067 -5.37373 1.07828 0.01 -0.03 -0.04
H -2.00144 3.25349 2.09512 0.01 -0.05 -0.03
C -0.95197 -3.72389 -0.64111 -0.04 0.20 -0.28
C -1.74973 1.70762 -3.70237 0.10 -0.12 0.10
C -2.14763 4.39351 -3.21588 -0.05 0.03 -0.05
H -2.74664 5.43923 1.19996 0.02 -0.01 -0.02
O 0.05667 -2.05233 -2.00265 -0.77 -1.09 -1.00
H 0.69835 3.12835 -4.78788 0.01 0.01 0.00
Na 0.96118 -0.91741 -0.64901 0.96 1.30 -0.17
H 1.94771 -3.33681 3.71902 -0.01 -0.01 -0.01
C -0.81629 2.39512 -2.92515 -0.20 -0.07 -0.07
C -1.72566 -4.98714 -3.02239 -0.06 -0.13 0.04
H -5.10942 1.29675 -0.07721 0.03 -0.02 -0.01
H 4.86152 0.47850 -4.93459 -0.03 -0.06 0.03
H -4.66457 5.54846 -0.35664 -0.01 0.00 0.01
C -4.22917 0.15715 5.52230 -0.05 0.01 -0.02
C 2.46331 -2.69367 1.74069 -0.05 -0.09 0.01
C 2.78044 -3.06383 0.44439 0.07 0.18 0.06
H -2.46612 0.86479 4.52002 0.03 -0.01 -0.06
H -3.93865 4.19589 -4.38676 0.00 0.00 0.01
H 2.13534 0.70806 0.88998 0.02 -0.04 0.15
C 2.45435 4.26539 0.96558 -0.05 0.04 -0.04
S 3.39155 -0.26821 -2.56116 0.20 -0.20 0.28
C -3.51932 2.13974 1.07893 0.10 -0.09 -0.03
H 2.97635 -2.30180 -0.30245 0.05 -0.01 -0.01
H -3.84311 0.37128 6.51228 -0.01 0.02 0.00
O -3.00144 -7.38431 -2.75184 0.10 0.10 0.04
C 3.05630 0.85059 -3.83232 -0.18 0.02 0.05
C 6.47917 -1.04823 4.20353 0.03 -0.01 0.03
C -2.85997 3.31045 1.43630 -0.06 0.09 0.03
C 1.87478 1.63310 -3.80233 0.24 -0.14 -0.09
H -6.08976 -0.62734 6.24668 -0.01 -0.03 -0.02
H 3.45531 2.34195 -1.63936 0.01 0.02 0.02
C -4.61490 2.21166 0.22410 -0.05 0.06 -0.02
C 2.49667 2.72152 -5.87169 -0.02 0.03 -0.01
C 1.42448 2.54514 -0.99058 0.16 0.24 0.19
H -0.31133 4.32873 -2.13055 0.01 -0.03 0.07
H 2.56234 -6.42297 0.81044 0.00 0.00 0.01
H -1.59557 0.64705 -3.87652 -0.08 0.00 -0.01
C -5.18136 -0.43064 2.98679 -0.04 0.04 -0.01
C -2.00039 -5.58635 -1.76602 0.29 0.48 -0.01
C 3.97759 -1.02665 3.02622 -0.18 0.23 0.05
C -1.63503 -4.92254 -0.60130 -0.09 -0.21 0.01
H -6.93144 -1.17177 3.98388 0.00 0.01 -0.04
H 2.03909 -5.74281 3.13005 -0.02 0.02 0.01
Se -3.41327 -0.92802 0.12231 0.14 -0.13 -0.01
C 1.61049 2.54342 -4.81663 -0.10 0.05 0.03
H 4.36942 3.84493 0.09437 0.00 0.02 -0.06
C 5.10983 -1.06187 2.22718 -0.02 0.04 -0.08
C 3.30134 3.66778 0.04199 0.02 0.00 0.08
C 2.20530 -3.64678 2.71228 -0.02 0.05 0.07
H 3.04753 -4.70052 -0.90136 -0.02 0.01 0.00
C 2.25123 -4.99144 2.37950 0.00 -0.01 -0.03
C -4.35858 4.59669 0.06262 -0.02 0.05 0.00
H 3.19193 -0.92886 5.01769 0.00 0.02 -0.02
P -2.88492 0.49034 1.63146 -0.13 0.14 0.10
```
Positions in Å, forces in eV/Å.

Output
E_LUMO ... 0.1296 Ha
Net charge ... -2
HOMO energy ... -1.911 eV
Largest force on an atom ... 1.7 eV/A
Energy relative to the best compared isomer or geometry (same formula, charge and spin) ... 20.6 kcal/mol
Gap between HOMO and LUMO ... 5.437 eV
Multiplicity ... 1


2.
C49H39BN2O33 | the ωB97M-V functional and the def2-TZVPD basis

The geometry in XYZ format:
```
124
Properties=species:S:1:pos:R:3:forces:R:3
O -1.33944 1.22503 -5.54166 -0.23 0.07 0.61
C -5.48855 1.09458 -2.93303 0.40 1.69 0.21
H -10.92955 4.64721 3.55783 -0.01 -0.01 -0.02
H 2.33283 -4.07966 2.12049 -0.02 0.00 -0.01
H -12.12520 4.39052 0.21526 -0.04 -0.01 0.04
C -1.52831 2.18478 2.41548 0.35 0.45 -0.45
H 2.49028 -3.50502 -6.35092 0.02 0.00 0.00
C 6.94744 -1.98164 7.59120 0.19 0.24 -0.13
C 5.24932 -1.73579 5.26995 -0.21 -0.19 0.12
O 4.01556 -2.07498 2.07710 0.03 0.33 -0.08
C -3.36324 4.26697 3.10481 -0.37 -0.39 0.37
C 10.91588 5.17969 7.59390 0.23 -0.16 0.08
H -7.73185 4.60780 -0.34414 -0.02 -0.05 0.01
H 12.42827 1.76007 7.96660 -0.02 -0.07 0.00
O -6.60722 4.81167 2.00554 -0.63 -0.06 0.48
H 9.06784 1.76195 6.79259 0.07 0.00 0.06
H -5.38418 -4.52821 -7.52892 -0.08 0.06 -0.03
C 2.82350 -6.95991 -6.16975 0.47 -0.43 -0.33
H -4.35565 2.77551 4.34766 0.02 -0.02 0.00
O -4.10613 5.19354 3.37414 0.22 0.14 -0.19
H 4.77549 -4.13503 8.12194 0.04 -0.03 0.06
H -0.06775 -3.22477 -4.50531 0.07 -0.05 0.11
H -3.63246 -1.58598 -6.56348 -0.01 -0.02 -0.08
O 2.27618 -7.89996 -5.62442 -0.25 0.26 0.13
C -8.83700 4.71225 2.94505 -0.54 -0.01 0.27
H 4.09701 -0.08175 1.35629 0.01 0.11 -0.04
O 1.20698 -5.46890 -5.15826 2.52 -2.03 -1.01
C 9.65471 5.19863 7.15034 0.17 0.72 0.09
C -4.61663 3.15449 -3.50934 -0.59 -0.20 -0.26
H 7.61825 -2.01812 8.43826 -0.01 -0.02 -0.01
C 7.24295 -1.01074 6.54237 0.13 -0.27 0.55
C 9.61074 2.66681 7.02922 -0.28 0.16 -0.11
O -5.10097 -3.60370 -7.38345 0.43 -0.52 0.27
H -0.65821 0.05083 -3.28865 -0.42 0.44 -0.34
C 10.87361 2.64732 7.46962 -0.20 -0.67 -0.11
O -1.38396 -1.73242 -5.23189 0.26 -0.23 0.15
O 12.75050 3.83985 8.21055 -0.04 -0.33 -0.05
O -0.04912 -4.15203 1.00838 -0.02 0.61 -0.29
C -9.82195 4.50251 0.26645 0.62 0.01 -0.29
C 8.91104 3.93464 6.85035 0.02 -0.67 -0.02
C -2.02524 -2.70172 -5.60586 -0.59 0.29 -0.44
H -1.82101 -6.16847 -5.46501 -0.02 0.01 0.02
H -2.06030 0.20283 3.47000 -0.05 -0.02 0.05
C -10.27514 4.62834 2.69747 0.23 0.02 0.13
O 5.61819 -6.15454 -8.41116 -0.37 0.54 0.23
H -7.04564 -0.36133 -4.34279 0.05 -0.41 -0.09
C 0.81166 -3.12501 0.99173 0.01 -0.66 0.30
H -0.08122 1.73860 -3.25616 -0.51 -0.46 -0.15
C 0.37282 -1.89307 0.26376 0.20 0.72 -0.14
O 3.31261 0.22060 0.85847 0.03 -0.66 0.26
N -1.52086 1.29180 -1.79338 0.16 0.01 -0.31
C -3.27900 -2.58309 -6.33825 0.31 0.21 0.28
H -0.82941 -3.84986 0.50576 0.00 -0.08 0.04
O 4.02157 -3.48809 6.25042 0.12 -0.11 0.33
O -3.95759 4.04636 -3.88895 1.40 0.69 -0.72
H -6.51400 4.86841 2.97687 0.20 0.07 -0.07
O 4.60466 -3.71835 -7.87833 0.20 -0.25 -0.14
H 0.93855 0.14500 -0.26546 0.04 0.03 0.07
O -0.76821 1.26452 2.17058 -0.21 -0.24 0.20
C -3.52645 2.93116 3.67125 -0.09 0.30 -0.04
H -5.82848 -1.37467 -4.59628 -0.40 -0.52 0.20
O 11.54457 1.50073 7.64205 0.17 0.65 0.10
H 8.10613 6.08710 6.63453 0.02 0.07 0.02
C -1.50710 -4.07406 -5.30676 0.47 -0.43 0.39
C 4.96652 -2.72325 6.30678 -0.19 0.27 -0.59
C -8.38846 4.61264 0.51465 -0.27 0.01 -0.27
C -10.74205 4.53151 1.44753 -0.56 -0.01 0.48
C 1.27388 -0.74606 0.24802 -0.32 -0.22 -0.15
H 11.46295 6.08535 7.81613 -0.02 0.00 0.00
C 2.00341 -3.19495 1.59328 0.27 0.11 0.07
C 2.86385 -4.50811 -6.50527 0.19 0.09 -0.15
O -8.36290 4.78516 4.06348 0.27 0.00 -0.16
H -0.55907 3.66409 1.14190 -0.03 0.01 -0.01
C -1.37862 3.51338 1.83077 0.09 -0.32 0.07
C -0.99258 1.10343 -3.16270 0.34 0.48 0.50
O 7.75738 4.00363 6.46620 0.05 0.35 0.00
O -5.82800 3.48651 -2.89147 0.23 -1.77 0.42
C -2.67287 1.95257 3.35211 -0.50 -0.30 0.45
H -4.53733 -1.73126 -1.95186 -0.36 -0.15 0.44
O 8.99213 6.34667 6.95278 -0.17 -0.64 -0.08
N -6.52691 -1.11989 -3.88460 0.80 1.38 0.13
C 6.31091 -0.93018 5.37397 -0.31 0.19 -0.61
O -2.12620 5.72004 1.62576 -0.43 -0.30 0.48
H 4.57062 -1.68895 4.42972 0.06 -0.03 -0.03
O -0.34280 -4.15005 -4.65544 -2.63 2.16 0.41
O 6.59445 -0.01206 4.43886 0.30 -0.19 0.58
C 3.98309 -7.11587 -7.04278 -0.22 -0.11 0.19
O -5.34611 -1.25295 -1.70520 0.76 0.80 -0.97
O -10.29517 4.39315 -0.84930 -0.35 0.03 0.19
O 5.58379 -3.68433 8.43423 -0.29 0.17 -0.59
C -7.92188 4.71202 1.76210 0.63 0.00 -0.45
C -2.23461 4.49220 2.14733 0.47 0.31 -0.48
H -2.52766 1.41740 -1.77134 0.21 -0.30 0.17
H 5.83878 -5.24229 -8.68156 0.06 -0.06 -0.03
H -1.35522 0.25154 -5.53666 0.27 0.30 -0.26
C -3.95187 -3.67974 -6.71016 -0.50 0.57 -0.30
O 8.20809 -0.26870 6.58439 -0.15 0.08 -0.30
O -2.79722 0.71627 3.85295 0.44 0.28 -0.41
O -0.71670 -1.88630 -0.28478 -0.07 -0.29 0.05
O -12.05451 4.45402 1.18737 0.52 0.00 -0.39
C 4.55536 -6.04516 -7.60425 0.39 -0.59 -0.23
H -1.22704 0.52569 -1.18942 -0.49 0.24 -0.13
C 11.60863 3.90951 7.79551 0.06 0.63 0.04
B -5.77857 -0.47330 -2.77507 -0.75 -0.61 -0.18
C -3.44918 -5.05438 -6.38879 0.53 -0.54 0.27
H -2.85940 6.23665 2.01219 0.04 0.05 -0.08
C 5.88319 -2.78514 7.48846 0.32 -0.19 0.65
C -3.34185 0.81537 -4.25327 0.51 0.78 1.17
H -3.17657 -0.09341 -3.62292 -0.28 0.52 -0.33
H 0.99630 -6.38357 -4.88523 0.02 0.02 0.08
H 7.40553 0.43599 4.74589 -0.05 0.04 -0.08
C 2.91531 -2.05556 1.55747 -0.14 -0.59 0.20
H 4.34854 -8.11955 -7.21008 0.02 0.02 0.00
C 2.28934 -5.57880 -5.94629 -0.39 0.37 0.28
O -4.10587 -6.01729 -6.73245 -0.25 0.28 -0.16
C 4.03865 -4.66167 -7.36001 -0.42 0.44 0.25
O -7.20370 2.17140 -1.66429 -2.22 0.41 1.63
C -1.95978 1.56551 -4.28247 0.54 -1.10 -0.69
C -2.18140 -5.17134 -5.67585 -0.26 -0.05 -0.16
C 2.46529 -0.81398 0.85286 -0.03 0.71 -0.29
H -2.04312 2.66472 -4.23111 -0.24 -0.58 -0.20
H -3.63010 0.42490 -5.25131 0.14 0.76 0.40
C -6.31314 2.28727 -2.40240 1.75 -1.40 -1.48
C -4.43972 1.64831 -3.58701 -1.03 -1.08 0.35
```
Positions in Å, forces in eV/Å.

Output
E_LUMO ... -0.0835 Ha
Net charge ... 0
HOMO energy ... -9.333 eV
SMILES ... NC[C@@H](O)CC1=C(B(N)O)C(=O)OC1=O.O=C1C=C(O)C(=O)C=C1O.O=C1C=C(O)C(=O)C=C1O.O=C1C=C(O)C(=O)C=C1O.O=C1C=C(O)C(=O)C=C1O.O=C1C=C(O)C(=O)C=C1O.O=C1C=C(O)C(=O)C=C1O.O=C1C=C(O)C(=O)C=C1O
Largest force on an atom ... 3.4 eV/A
Gap between HOMO and LUMO ... 7.062 eV
Multiplicity ... 1